(1)
This record from the Open Molecules 2025 dataset describes a 2-piece molecular cluster, C2H4N2O2S2 overall at a distorted geometry. The level of theory is the ωB97M-V functional and the def2-TZVPD basis.

The calculation puts the electronic energy at -30878.680 eV. As for the spin multiplicity: 1. As for the net charge: 0. The value obtained for the frontier orbital gap (spin up / spin down) is 7.300 / 7.303 eV. As for the LUMO energy (spin up / spin down): -1.25 / -1.25 eV.

Each line ends with the Löwdin charge.
Positions of all 12 atoms, in Å:
1 N -1.142 1.780 -0.087  0.04
2 S -2.282 -0.675 -0.006  0.83
3 C 1.085 -0.409 0.176  -0.42
4 H -0.536 2.390 0.408  0.08
5 S 2.240 0.726 -0.110  0.85
6 H 2.008 -1.977 -0.734  0.10
7 H -1.930 2.361 -0.306  0.10
8 H 0.481 -2.305 -0.437  0.08
9 N 1.227 -1.712 -0.154  0.04
10 C -1.082 0.437 -0.048  -0.48
11 O -3.570 0.097 -0.046  -0.63
12 O 3.438 -0.124 0.068  -0.61

(2)
This record from the Open Molecules 2025 dataset describes C2H4N2O3 as an isolated structure at a distorted geometry. The level of theory is the ωB97M-V functional and the def2-TZVPD basis.

The calculation puts the electronic energy at -11258.566 eV. As for the spin multiplicity: 1. As for the net charge: 0. The value obtained for the frontier orbital gap is 10.710 eV. As for the LUMO energy: 0.28 eV.

Each line ends with the Löwdin charge.
Positions of all 11 atoms, in Å:
1 H 1.498 -0.266 1.294  0.15
2 O 0.970 -2.347 -0.585  0.14
3 C 0.538 -1.263 -0.291  -0.47
4 H 0.811 1.276 -1.069  0.16
5 H -0.787 0.912 1.459  0.14
6 N 0.419 0.717 -0.314  -0.02
7 O -1.000 -1.129 -0.119  -0.02
8 O -1.558 1.919 -0.150  0.05
9 C -0.824 1.104 0.375  -0.29
10 N 1.246 -0.261 0.311  0.08
11 H -1.314 -0.660 -0.911  0.09

(3)
This record from the Open Molecules 2025 dataset describes one molecule with the formula C2H4N2O4 at a distorted geometry. The level of theory is the ωB97M-V functional and the def2-TZVPD basis.

The calculation puts the electronic energy at -13300.573 eV. As for the spin multiplicity: 3. As for the net charge: 0. The expectation value of S² is 2.004. The value obtained for the frontier orbital gap (spin up / spin down) is 7.921 / 9.124 eV. As for the LUMO energy (spin up / spin down): 0.37 / -1.21 eV.

Each line ends with the Löwdin charge.
Positions of all 12 atoms, in Å:
1 C -0.813 1.945 -0.214  0.04
2 O 2.572 0.212 0.266  0.04
3 O 0.653 -0.783 -1.088  -0.02
4 O -1.567 -1.378 0.108  0.08
5 N 0.481 -0.330 0.073  -0.28
6 H -1.548 2.703 -0.554  0.07
7 O -1.539 0.908 0.086  -0.07
8 H -1.211 -1.576 -0.786  0.12
9 H -0.899 -0.269 1.664  0.18
10 C -0.903 -0.297 0.568  -0.35
11 N 1.363 0.158 0.812  0.06
12 H 2.511 -0.093 -0.672  0.12

(4)
This record from the Open Molecules 2025 dataset describes one molecule with the formula C2H4N2OS at a distorted geometry. The level of theory is the ωB97M-V functional and the def2-TZVPD basis.

The calculation puts the electronic energy at -18000.677 eV. As for the spin multiplicity: 1. As for the net charge: 0. The value obtained for the frontier orbital gap is 8.943 eV. As for the LUMO energy: -0.45 eV. The SMILES is [H]/N=C(/N)C(O)=S.

Each line ends with the Löwdin charge.
Positions of all 10 atoms, in Å:
1 H -1.592 -0.274 -1.310  0.07
2 H 1.526 -1.654 1.319  0.16
3 C -0.074 0.649 -0.263  -0.53
4 N -1.160 0.654 -1.075  0.07
5 O 1.419 -0.731 0.854  -0.03
6 H 1.312 1.227 0.715  0.03
7 H -1.788 1.582 -0.824  0.19
8 C 0.323 -0.808 0.197  -0.78
9 N 0.552 1.627 0.206  0.15
10 S -0.518 -2.271 0.182  0.66

(5)
This record from the Open Molecules 2025 dataset describes one molecule with the formula C2H4N2OS at a distorted geometry. The level of theory is the ωB97M-V functional and the def2-TZVPD basis.

The calculation puts the electronic energy at -18000.496 eV. As for the spin multiplicity: 1. As for the net charge: 0. The value obtained for the frontier orbital gap is 8.639 eV. As for the LUMO energy: 0.18 eV.

Each line ends with the Löwdin charge.
Positions of all 10 atoms, in Å:
1 S 3.211 0.828 0.002  0.66
2 N 0.426 1.095 0.036  0.05
3 C 0.639 -0.199 0.116  -0.33
4 H -0.048 -2.135 -0.045  0.19
5 H -0.494 1.471 -0.279  0.12
6 N -0.331 -1.065 -0.181  0.13
7 C 2.491 -0.612 0.070  -0.93
8 O 2.757 -1.775 -0.007  -0.03
9 H 1.263 1.736 -0.256  0.05
10 H -1.130 -0.711 -0.637  0.09

(6)
This record from the Open Molecules 2025 dataset describes one molecule with the formula C2H4N2OS at a distorted geometry. The level of theory is the ωB97M-V functional and the def2-TZVPD basis.

The calculation puts the electronic energy at -17998.274 eV. As for the spin multiplicity: 1. As for the net charge: 0. The value obtained for the frontier orbital gap is 9.866 eV. As for the LUMO energy: 0.22 eV. The SMILES is [O-][N+]1=NCCS1.

Each line ends with the Löwdin charge.
Positions of all 10 atoms, in Å:
1 H -0.581 -0.673 -1.292  0.07
2 H -1.359 1.300 -0.418  0.14
3 H -1.428 -1.518 0.150  0.07
4 C -0.748 0.583 0.230  -0.29
5 H -0.974 0.595 1.404  0.15
6 S 0.993 -1.443 0.216  0.94
7 N 1.512 0.302 -0.001  -0.57
8 O 2.700 0.577 -0.057  -0.05
9 C -0.676 -0.852 -0.225  -0.47
10 N 0.562 1.130 -0.007  0.02

(7)
This record from the Open Molecules 2025 dataset describes a 2-piece molecular cluster, C2H4N2OS overall at a distorted geometry. The level of theory is the ωB97M-V functional and the def2-TZVPD basis.

The calculation puts the electronic energy at -18000.439 eV. As for the spin multiplicity: 1. As for the net charge: 0. The value obtained for the frontier orbital gap is 8.969 eV. As for the LUMO energy: 0.70 eV.

Each line ends with the Löwdin charge.
Positions of all 10 atoms, in Å:
1 H 0.192 1.257 -1.774  0.10
2 H 0.010 0.952 1.544  0.11
3 N 0.744 0.471 -1.440  0.02
4 S -2.108 -1.538 0.262  0.78
5 C 0.951 0.303 -0.200  -0.32
6 O -0.246 -2.503 1.926  0.10
7 H -0.014 2.006 0.057  0.04
8 N 0.184 1.183 0.530  0.01
9 H 1.261 -0.120 -2.079  0.09
10 C -0.973 -2.012 1.174  -0.93

(8)
This record from the Open Molecules 2025 dataset describes one molecule with the formula C2H4N2OS at a distorted geometry. The level of theory is the ωB97M-V functional and the def2-TZVPD basis.

The calculation puts the electronic energy at -18000.551 eV. As for the spin multiplicity: 1. As for the net charge: 0. The value obtained for the frontier orbital gap is 9.261 eV. As for the LUMO energy: 0.14 eV. The SMILES is [H]/N=C(/N)SC=O.

Each line ends with the Löwdin charge.
Positions of all 10 atoms, in Å:
1 O 1.860 1.181 -0.340  -0.09
2 S -0.873 1.126 -0.301  0.88
3 C 0.835 1.796 -0.674  -0.48
4 N 0.544 -1.117 0.333  0.07
5 C -0.696 -0.707 0.179  -0.76
6 H 1.467 -0.572 0.169  0.12
7 H 0.575 -2.081 0.625  0.11
8 H -2.772 -1.017 0.601  0.06
9 H 0.852 2.836 -1.027  0.08
10 N -1.791 -1.445 0.437  0.01

(9)
This record from the Open Molecules 2025 dataset describes one molecule with the formula C2H4N2OS3 at a distorted geometry. The level of theory is the ωB97M-V functional and the def2-TZVPD basis.

The calculation puts the electronic energy at -39668.988 eV. As for the spin multiplicity: 1. As for the net charge: 0. The value obtained for the frontier orbital gap is 8.785 eV. As for the LUMO energy: -0.43 eV.

Each line ends with the Löwdin charge.
Positions of all 12 atoms, in Å:
1 H -1.168 -0.541 0.322  0.05
2 O 1.106 0.704 -3.261  -0.48
3 S 3.016 0.546 -0.529  0.88
4 N 3.018 -0.478 -1.905  -0.54
5 N 0.506 -0.529 -1.207  -0.26
6 S 0.658 0.668 1.340  0.88
7 C 1.386 0.093 -0.090  -0.96
8 H 3.701 -0.335 -2.578  0.01
9 C -1.128 0.431 0.898  -0.34
10 S 1.406 -0.534 -2.628  0.73
11 H -1.546 0.650 1.799  -0.02
12 H -1.640 1.054 0.129  0.07

(10)
This record from the Open Molecules 2025 dataset describes one molecule with the formula C2H4N2P2 at a distorted geometry. The level of theory is the ωB97M-V functional and the def2-TZVPD basis.

The calculation puts the electronic energy at -23692.565 eV. As for the spin multiplicity: 1. As for the net charge: 0. The value obtained for the frontier orbital gap is 9.185 eV. As for the LUMO energy: -0.02 eV. The SMILES is PC1=[PH]=CN=N1.

Each line ends with the Löwdin charge.
Positions of all 10 atoms, in Å:
1 P 2.341 0.150 0.530  0.77
2 H -1.352 1.688 -0.707  -0.15
3 H 2.489 1.148 -0.358  -0.16
4 N -1.219 -1.358 -0.006  -0.10
5 C -1.868 -0.304 0.177  -0.49
6 H -2.982 -0.181 0.058  0.07
7 C 0.636 -0.199 0.175  -0.69
8 H 2.882 -0.889 -0.409  -0.05
9 P -1.030 1.271 0.520  0.89
10 N 0.103 -1.327 0.019  -0.10